[1]
A gas-phase ion, C3H4NO2 (charge +1). Source: the Open Molecules 2025 dataset; level of theory: ωB97M-V/def2-TZVPD.

Structure (XYZ):
```
10
Properties=species:S:1:pos:R:3:mulliken_charge:R:1
O -1.77111 0.10072 -0.21430 -0.26
O 0.43827 -0.42264 0.15396 -0.20
N 0.07965 1.07421 -1.40970 0.03
C -0.61530 0.08951 -0.29433 0.58
C 0.24819 -1.28786 1.27055 -0.63
C 0.46906 2.03069 -1.86757 0.15
H 0.15009 -2.34753 1.06308 0.31
H 0.44260 3.02609 -2.25354 0.40
H 1.13933 -1.37618 1.80564 0.28
H -0.58079 -0.88702 1.74623 0.35
```

HOMO energy, eV: -17.1
Spin multiplicity: 1
Relative energy (zero: lowest compared OMol25 entry of this formula, charge and spin), eV: 2.170
Charge: +1

[2]
A gas-phase ion, C3H4NO2 (charge +1). Source: the Open Molecules 2025 dataset; level of theory: ωB97M-V/def2-TZVPD.

Structure (XYZ):
```
10
Properties=species:S:1:pos:R:3:mulliken_charge:R:1
O -2.00073 -0.56274 0.01780 -0.25
O 1.70541 0.72886 0.04843 -0.19
N 0.36257 -0.78795 -0.00380 -0.04
C -0.74991 -0.28102 0.01280 0.55
C 1.78797 -0.57748 -0.00551 -0.07
C -1.73902 0.83884 -0.00015 -0.11
H -1.89579 1.36326 -0.93901 0.26
H 2.22816 -1.02035 -0.92518 0.30
H -1.93163 1.38653 0.91723 0.26
H 2.23296 -1.08795 0.87739 0.30
```

HOMO energy (alpha / beta), eV: -16.3 / -16.3
Spin multiplicity: 1
Relative energy (zero: lowest compared OMol25 entry of this formula, charge and spin), eV: 6.853
Charge: +1

[3]
A gas-phase ion, C3H4NO3S (charge -1). Source: the Open Molecules 2025 dataset; level of theory: ωB97M-V/def2-TZVPD.

Structure (XYZ):
```
12
Properties=species:S:1:pos:R:3:mulliken_charge:R:1
S -2.29891 0.71659 0.36001 0.54
O -3.71405 0.75722 -0.07123 -0.57
O -1.52837 -1.22798 0.38736 -0.61
O 0.32585 -2.15732 -0.41045 -0.66
N -1.44130 1.33383 -0.73131 -0.39
C -0.28794 -1.20458 0.07143 0.83
C 0.46317 0.05200 0.36109 -0.44
C 1.81879 0.24843 -0.19419 -0.95
H 1.84865 1.07813 -0.90045 0.23
H 2.10652 -0.66705 -0.71434 0.31
H 2.53516 0.46148 0.60436 0.26
H 0.17244 0.60926 1.23772 0.47
```

HOMO energy (alpha / beta), eV: -4.6 / -4.3
Spin multiplicity: 1
Relative energy (zero: lowest compared OMol25 entry of this formula, charge and spin), eV: 3.764
Charge: -1

[4]
A single C3H4NO5P molecule. Source: the Open Molecules 2025 dataset; level of theory: ωB97M-V/def2-TZVPD.

Structure (XYZ):
```
14
Properties=species:S:1:pos:R:3:mulliken_charge:R:1
P 0.18314 -1.74765 -1.29028 0.99
O 2.19973 0.10700 1.04075 -0.53
O 1.33639 -1.41891 -0.29521 -0.27
O -1.08611 -1.62327 -0.25000 -0.45
O 0.40222 -2.85158 -2.19300 -0.74
O -0.29286 -0.28143 -1.78824 -0.44
N 0.00518 0.33460 0.39503 0.04
C -0.93039 -0.22257 -0.50345 0.39
C 1.22495 -0.26954 0.47272 0.56
C -0.22554 1.61698 1.15822 -0.91
H -1.98891 0.30225 -0.64767 0.39
H 0.63080 1.96654 1.76187 0.33
H -1.15109 1.55416 1.70554 0.33
H -0.30751 2.53342 0.43372 0.30
```

HOMO energy, eV: -10.9
Spin multiplicity: 1
Relative energy (zero: lowest compared OMol25 entry of this formula, charge and spin), eV: 0.012
Charge: 0

no.,strongest force on any atom (Eh/bohr),energy (eV)
1,0.04196,-8750.8186
2,0.06003,-8746.1356
3,0.02594,-21641.5837
4,0.07157,-24194.0030